[1]
C15H25N4O4SSn | wB97M-V/def2-TZVPD

Values from the calculation:
ΔE to the lowest compared entry with this formula, charge and spin = 22.4 kcal/mol
E_HOMO = -10.1 eV
charge = +1
lowest unoccupied orbital energy = -2.590 eV
multiplicity = 1
Kohn-Sham gap = 7.53 eV

Each line ends with the Mulliken charge.
Element x y z (Å)
1 Sn 0.76319 1.68472 0.55898  1.16
2 N -1.70262 1.84106 -0.36132  -0.21
3 C -2.43424 2.90247 -1.07242  -0.82
4 C -2.35369 2.77702 -2.58938  -0.80
5 C -0.97521 2.96115 -3.23286  -0.63
6 C -0.04781 1.73207 -3.17687  -0.60
7 N 1.04857 1.88808 -2.20869  -0.43
8 H -1.92400 0.93391 -0.76185  0.16
9 H -2.03226 1.80276 0.60014  0.25
10 H -2.02024 3.86046 -0.75022  0.37
11 H -3.49375 2.89456 -0.79891  0.38
12 H -3.02284 3.54203 -2.98754  0.36
13 H -2.76019 1.80706 -2.89579  0.36
14 H -0.47295 3.81721 -2.77354  0.38
15 H -1.13714 3.20714 -4.28266  0.29
16 H 0.34826 1.54746 -4.18099  0.46
17 H -0.61579 0.84466 -2.88606  0.33
18 H 1.59609 2.70839 -2.44788  0.22
19 H 1.67866 1.09232 -2.28152  0.21
20 C -1.72761 -2.02687 2.06499  -1.63
21 C -1.09130 -0.65943 2.18299  1.15
22 O -0.56485 -0.21752 1.13593  -0.25
23 C -1.16854 0.04236 3.42974  0.45
24 C -1.92740 -0.49828 4.50045  -0.68
25 C -2.08939 0.16691 5.68002  -0.84
26 C -1.46058 1.41272 5.86280  -0.39
27 C -0.68919 1.95268 4.87285  -0.72
28 C -0.51731 1.30194 3.62292  0.54
29 O 0.20292 1.87962 2.72234  -0.82
30 H -1.51839 -2.43409 1.07875  0.25
31 H -2.80798 -1.95674 2.19321  0.40
32 H -1.33767 -2.70504 2.82301  0.44
33 H -2.41059 -1.45734 4.37897  0.35
34 H -2.70146 -0.25089 6.46715  0.40
35 H -1.59147 1.94773 6.79478  0.39
36 H -0.19207 2.90519 5.00034  0.44
37 S 0.97554 -2.09744 -0.80045  0.10
38 C 2.27480 -2.86218 -1.65232  0.32
39 N 2.16157 -3.62401 -2.73038  -0.16
40 C 3.44071 -4.25214 -3.08477  -0.47
41 C 4.41701 -3.61099 -2.07221  -0.43
42 N 3.52219 -2.81284 -1.23351  0.00
43 H 1.29839 -3.80301 -3.21346  0.17
44 H 3.70378 -4.02676 -4.11611  0.30
45 H 3.37768 -5.33329 -2.96898  0.30
46 H 5.15884 -2.97854 -2.55757  0.29
47 H 4.93371 -4.35890 -1.47411  0.29
48 H 3.80852 -2.22438 -0.46548  0.19
49 O 2.22547 0.03014 -0.19203  -0.60
50 O 1.85268 -1.29314 0.27953  -0.21

Atoms 1-3, force components in eV/Å:
0.0 -0.1 0.4
0.1 -0.2 0.3
0.1 0.1 -0.2

[2]
C26H25O5 | wB97M-V/def2-TZVPD

Values from the calculation:
ΔE to the lowest compared entry with this formula, charge and spin = 18.6 kcal/mol
E_HOMO = -3.3 eV
charge = -1
lowest unoccupied orbital energy = 2.503 eV
multiplicity = 1
Kohn-Sham gap = 5.84 eV

Each line ends with the Mulliken charge.
Element x y z (Å)
1 C 0.00718 -1.53889 4.84621  -1.33
2 C -1.08688 -1.45733 3.81070  0.01
3 O -0.50017 -1.68354 2.50435  -0.15
4 C -1.39038 -2.02914 1.51764  0.26
5 C -0.66084 -2.20697 0.21140  1.61
6 C -1.49729 -2.64532 -0.89969  0.21
7 O -2.58418 -2.16238 -1.19865  -0.64
8 C -0.97229 -3.78630 -1.78493  -1.06
9 C 0.16816 -3.34342 -2.68712  -0.67
10 C 1.41022 -2.85421 -1.93792  0.01
11 C 1.53395 -3.48463 -0.55239  -1.20
12 C 0.63866 -2.84917 0.52239  -1.23
13 O -2.58048 -2.17822 1.71617  -0.70
14 H -0.40145 -1.23986 5.81496  0.40
15 H 0.37445 -2.56708 4.94212  0.31
16 H 0.84978 -0.88513 4.60142  0.31
17 H -1.85870 -2.21700 3.99823  0.32
18 H -1.55313 -0.46122 3.79162  0.10
19 H -0.69017 -4.60775 -1.11479  0.29
20 H -1.81616 -4.09886 -2.40861  0.43
21 H 0.44947 -4.19748 -3.31925  0.32
22 H -0.18469 -2.55671 -3.36837  0.34
23 H 2.30696 -3.09880 -2.52785  0.49
24 H 1.39408 -1.75896 -1.83111  -0.29
25 H 1.30937 -4.55778 -0.60542  0.44
26 H 2.57124 -3.39662 -0.20344  0.42
27 H 1.26275 -2.15468 1.10716  0.19
28 H 0.35897 -3.68115 1.19425  0.25
29 C 0.45250 3.55326 -4.85779  -0.47
30 C -0.70410 3.09197 -4.21750  -0.33
31 C -0.56799 2.24248 -3.12459  -0.12
32 C 0.69775 1.84100 -2.66915  0.02
33 C 1.85322 2.31771 -3.28189  -0.41
34 C 1.72594 3.17361 -4.38105  -0.45
35 C 0.54979 0.88497 -1.53723  -0.54
36 O 1.45216 0.31379 -0.92327  -0.74
37 C -0.91960 0.77414 -1.30240  0.80
38 C -1.40772 0.15318 -0.18928  -0.27
39 C -2.80791 0.31956 0.22680  0.59
40 C -3.89260 0.11469 -0.65170  -0.18
41 C -5.21215 0.28680 -0.24611  -1.08
42 C -5.49201 0.70098 1.06162  -0.35
43 C -4.43387 0.99118 1.93331  -0.93
44 C -3.11160 0.78071 1.52979  0.19
45 C -1.63708 1.64037 -2.27610  0.24
46 O -2.82984 1.89471 -2.38879  -0.72
47 H 0.36677 4.20704 -5.72845  0.36
48 H -1.70167 3.36692 -4.56148  0.46
49 H 2.82513 2.00868 -2.90123  0.48
50 H 2.61385 3.55250 -4.88536  0.37
51 H -0.64536 -0.08558 0.55688  0.76
52 H -3.70261 -0.18285 -1.67205  0.41
53 H -6.00890 0.11032 -0.96443  0.36
54 H -6.52501 0.82335 1.39620  0.36
55 H -4.61925 1.38162 2.93910  0.34
56 H -2.27067 1.05535 2.17918  0.39

Atoms 1-3, force components in eV/Å:
0.1 -0.1 0.1
0.0 -0.1 -0.7
-0.6 0.2 1.0

[3]
C4H8NO | wB97M-V/def2-TZVPD

Values from the calculation:
ΔE to the lowest compared entry with this formula, charge and spin = 52.8 kcal/mol
E_HOMO = -14.2 eV
charge = +1
lowest unoccupied orbital energy = -3.722 eV
SMILES = C#C[C@H](O)C[NH3+]
multiplicity = 1
Kohn-Sham gap = 10.45 eV

Each line ends with the Mulliken charge.
Element x y z (Å)
1 C -2.44721 -0.63779 1.79546  0.19
2 C -1.55195 -0.05228 1.19845  -0.91
3 C -0.65858 0.58421 0.28299  0.44
4 O -1.03478 0.44502 -1.07967  -0.55
5 C 0.75675 -0.16011 0.31853  -0.75
6 N 1.40097 0.10889 -0.98303  -0.35
7 H -3.26197 -1.00435 2.31945  0.48
8 H -0.35536 1.57078 0.61985  0.26
9 H -1.97084 0.63730 -1.10041  0.36
10 H 0.63549 -1.22668 0.35201  0.38
11 H 1.37639 0.19920 1.28867  0.34
12 H 0.71374 -0.09632 -1.73742  0.39
13 H 2.12638 -0.54803 -1.34196  0.37
14 H 1.85766 1.01901 -1.19959  0.34

Atoms 1-3, force components in eV/Å:
3.0 2.1 -2.0
-2.9 -1.7 1.7
3.1 -1.2 -0.2

[4]
C47H39BrClIrN3O4P2 | wB97M-V/def2-TZVPD

Values from the calculation:
ΔE to the lowest compared entry with this formula, charge and spin = 5.2 kcal/mol
E_HOMO = -10.3 eV
charge = +1
lowest unoccupied orbital energy = -2.746 eV
multiplicity = 1
Kohn-Sham gap = 7.55 eV

Each line ends with the Mulliken charge.
Element x y z (Å)
1 Ir -0.51520 0.63574 -0.28467  3.26
2 O 0.64572 4.49237 0.77295  -0.69
3 C 0.53798 4.48166 2.12386  0.47
4 C 0.82083 5.64944 2.82238  -0.69
5 C 0.71411 5.67409 4.20278  -0.36
6 C 0.31585 4.54469 4.90739  -0.94
7 C 0.04203 3.37997 4.20941  -0.31
8 C 0.16286 3.32999 2.82651  -0.29
9 C -0.05781 2.04080 2.08420  0.96
10 O -0.79176 2.21011 0.92236  -1.01
11 N 1.25968 1.49269 1.70860  0.00
12 N 1.39163 0.89417 0.49748  0.58
13 C 2.59749 0.72660 0.08285  -0.63
14 C 3.11215 0.27457 -1.20010  0.01
15 Br 2.22272 0.76817 -2.79866  0.03
16 C 4.27813 -0.37278 -1.29650  -0.89
17 C 5.06194 -0.89412 -0.17198  0.30
18 C 6.45481 -0.91987 -0.29092  -0.79
19 C 7.24133 -1.37652 0.75149  -0.58
20 C 6.64755 -1.83667 1.92113  -0.54
21 C 5.26558 -1.84834 2.03694  -0.81
22 C 4.47429 -1.38316 0.99795  0.50
23 H 0.13168 3.73460 0.43220  0.34
24 H 1.10901 6.52930 2.26292  0.47
25 H 0.93187 6.59138 4.73414  0.40
26 H 0.21807 4.57421 5.98360  0.44
27 H -0.27205 2.48770 4.74123  0.45
28 H -0.56686 1.32899 2.75517  -0.41
29 H 2.09829 1.81654 2.16526  0.47
30 H 3.38251 1.03760 0.77196  0.61
31 H 4.68802 -0.53377 -2.28753  0.49
32 H 6.91639 -0.56570 -1.20467  0.46
33 H 8.31845 -1.37886 0.65237  0.40
34 H 7.26251 -2.19895 2.73406  0.43
35 H 4.79795 -2.22921 2.93647  0.39
36 H 3.39383 -1.43684 1.08121  0.23
37 N -1.44348 -2.06437 -0.12230  0.34
38 P -1.07565 -0.99739 1.13646  -0.12
39 C -2.49997 -0.75289 2.19003  1.05
40 C -3.30963 0.35609 1.93320  -0.44
41 C -4.45514 0.55568 2.68876  -1.12
42 C -4.79136 -0.34676 3.68757  -0.59
43 C -3.98664 -1.45029 3.94306  -0.75
44 C -2.83718 -1.65605 3.19943  -0.60
45 C 0.18576 -1.80197 2.15576  0.42
46 C 0.88284 -2.90712 1.67018  -0.85
47 C 1.87205 -3.50333 2.44055  -0.68
48 C 2.17346 -2.99686 3.69580  -0.68
49 C 1.48856 -1.89048 4.18302  -0.83
50 C 0.49674 -1.29740 3.41962  -0.47
51 P -0.73762 -1.33986 -1.50160  0.79
52 C 0.40530 -2.59478 -2.11909  0.84
53 C -0.04163 -3.59591 -2.98553  -0.82
54 C 0.80458 -4.63940 -3.32758  -0.80
55 C 2.08944 -4.69701 -2.80399  -0.82
56 C 2.52735 -3.71852 -1.92427  -1.08
57 C 1.68239 -2.67482 -1.58263  -0.47
58 C -2.01645 -1.26954 -2.77486  0.48
59 C -1.63652 -0.98821 -4.08695  -0.26
60 C -2.59905 -0.86283 -5.07755  -0.81
61 C -3.93948 -1.03443 -4.76351  -0.54
62 C -4.32020 -1.31195 -3.45740  -0.72
63 C -3.36362 -1.41262 -2.45884  -0.72
64 H -1.84079 -2.99257 -0.05472  0.34
65 H -3.03040 1.06566 1.16465  0.48
66 H -5.07931 1.41904 2.50214  0.47
67 H -5.68418 -0.18776 4.27804  0.44
68 H -4.25398 -2.14667 4.72641  0.46
69 H -2.20261 -2.50885 3.40660  0.49
70 H 0.65776 -3.30666 0.69038  0.56
71 H 2.40471 -4.36426 2.05781  0.42
72 H 2.93476 -3.47122 4.30234  0.53
73 H 1.72142 -1.49468 5.16260  0.47
74 H -0.04343 -0.44643 3.81581  0.36
75 H -1.03944 -3.55544 -3.40033  0.46
76 H 0.46022 -5.40974 -4.00448  0.45
77 H 2.74669 -5.51210 -3.07721  0.42
78 H 3.52334 -3.76816 -1.50061  0.58
79 H 2.00587 -1.93326 -0.87430  0.98
80 H -0.58848 -0.86736 -4.33721  0.46
81 H -2.30135 -0.63955 -6.09326  0.45
82 H -4.69044 -0.95015 -5.53803  0.43
83 H -5.36658 -1.44166 -3.21319  0.43
84 H -3.66474 -1.59811 -1.43579  0.30
85 Cl -4.95079 4.76791 -6.13118  -0.20
86 C -4.02762 3.96566 -4.90972  0.47
87 C -4.65490 3.04211 -4.08431  -1.04
88 C -3.91453 2.39981 -3.10968  -0.08
89 C -2.55959 2.68344 -2.96921  0.14
90 C -1.94242 3.61315 -3.80100  -0.34
91 C -2.67733 4.25993 -4.77710  -0.90
92 C -1.76465 1.97905 -1.95925  0.45
93 O -0.51654 2.13916 -1.82368  -0.87
94 O -2.31562 1.11436 -1.17807  -1.09
95 H -5.70852 2.83707 -4.21092  0.43
96 H -4.37633 1.67120 -2.45861  0.53
97 H -0.88878 3.82315 -3.67412  0.55
98 H -2.21786 4.98637 -5.43196  0.44

Atoms 1-3, force components in eV/Å:
0.5 0.4 -0.4
0.0 0.0 0.0
0.0 0.0 0.0